Entry 1:
C41H98CdNO18 as an isolated structure at a distorted geometry, computed with ωB97M-V/def2-TZVPD.

```
159
C41H98CdNO18 | the Open Molecules 2025 dataset | ωB97M-V/def2-TZVPD
Cd -2.84 0.40 -3.20
C -2.01 -1.62 1.19
C -1.95 -0.08 1.12
C -1.35 0.52 2.40
C 0.17 0.35 2.53
C 0.98 0.82 1.27
C 0.37 0.19 -0.07
N -1.12 0.32 -0.11
O -1.74 -0.02 -1.38
C 0.99 -1.24 -0.35
C 0.98 1.21 -1.13
C -3.38 0.51 1.04
H -3.03 -1.84 1.52
H -1.34 -2.25 1.78
H -1.95 -2.20 0.27
H -1.62 -0.02 3.31
H -1.64 1.56 2.57
H 0.48 -0.68 2.73
H 0.45 0.95 3.40
H 1.96 0.48 1.61
H 1.08 1.90 1.26
H 0.69 -1.58 -1.34
H 0.56 -2.01 0.29
H 2.07 -1.33 -0.25
H 2.06 1.21 -1.03
H 0.62 2.24 -1.08
H 0.73 1.01 -2.17
H -4.06 0.02 1.73
H -3.92 0.29 0.12
H -3.49 1.53 1.41
C -3.12 4.66 -3.13
C -3.27 3.33 -2.91
C -4.60 2.74 -2.46
O -4.70 1.43 -2.37
C -5.74 3.45 -2.23
C -5.56 4.90 -2.51
C -4.19 5.51 -3.00
O -4.07 6.71 -3.24
O -6.44 5.81 -2.34
O -2.32 2.65 -3.48
H -2.22 5.05 -3.57
H -6.63 2.91 -1.93
C 5.50 -2.10 2.47
C 4.50 -2.05 1.39
O 4.95 -2.82 0.31
H 5.04 -1.64 3.35
H 6.43 -1.66 2.11
H 5.74 -3.14 2.69
H 4.41 -1.01 1.11
H 3.52 -2.46 1.67
H 5.29 -2.23 -0.36
C 1.49 4.13 -5.07
C 1.46 2.62 -4.82
O 0.39 2.02 -5.50
H 1.98 4.68 -4.26
H 0.48 4.55 -5.04
H 1.88 4.42 -6.05
H 1.27 2.56 -3.75
H 2.42 2.13 -4.98
H 0.43 2.32 -6.41
C -0.61 -0.84 -6.67
C -0.95 -1.07 -5.22
O -1.27 0.07 -4.49
H 0.37 -0.40 -6.84
H -1.42 -0.41 -7.24
H -0.29 -1.79 -7.10
H 0.02 -1.42 -4.85
H -1.68 -1.87 -5.10
H -0.57 0.70 -4.68
C 4.63 2.21 -0.82
C 5.90 2.24 -1.68
O 6.90 1.62 -0.94
H 3.84 2.65 -1.43
H 4.80 2.74 0.12
H 4.29 1.18 -0.73
H 6.25 3.27 -1.79
H 5.67 1.78 -2.65
H 7.29 2.32 -0.40
C -1.63 4.95 0.91
C -0.48 4.94 -0.09
O 0.13 6.25 -0.11
H -2.05 3.96 1.08
H -2.36 5.70 0.62
H -1.23 5.15 1.91
H -0.82 4.59 -1.07
H 0.34 4.35 0.32
H -0.19 6.72 -0.88
C 3.13 -0.71 -3.39
C 3.22 -2.19 -3.83
O 3.98 -2.86 -2.94
H 2.53 -0.67 -2.47
H 2.78 -0.07 -4.19
H 4.08 -0.22 -3.20
H 3.85 -2.29 -4.71
H 2.27 -2.72 -3.91
H 4.91 -2.65 -3.07
C -4.83 1.69 4.52
C -4.13 2.96 4.20
O -4.96 3.98 4.80
H -5.84 1.57 4.10
H -4.95 1.58 5.60
H -4.35 0.85 4.02
H -3.99 3.11 3.13
H -3.14 3.09 4.65
H -4.76 3.95 5.74
C -0.97 -5.35 0.63
C -2.33 -5.26 1.33
O -3.17 -4.41 0.53
H -0.54 -4.35 0.59
H -1.09 -5.63 -0.42
H -0.31 -5.96 1.25
H -2.34 -4.97 2.38
H -2.77 -6.25 1.44
H -3.63 -3.79 1.10
C 2.21 -7.14 -0.35
C 2.60 -5.73 -0.73
O 1.49 -5.24 -1.48
H 1.31 -7.25 0.26
H 3.07 -7.52 0.21
H 2.03 -7.68 -1.28
H 3.58 -5.73 -1.21
H 2.68 -5.02 0.10
H 1.69 -4.35 -1.79
C 2.20 3.46 3.55
C 2.79 4.12 2.38
O 4.11 4.49 2.67
H 1.12 3.62 3.54
H 2.64 3.82 4.48
H 2.44 2.40 3.59
H 2.36 4.98 1.86
H 2.84 3.46 1.51
H 4.27 5.30 2.18
C 0.20 -3.64 3.91
C 1.65 -3.60 4.47
O 1.54 -4.47 5.63
H -0.48 -3.05 4.52
H -0.29 -4.61 3.89
H 0.16 -3.20 2.91
H 1.90 -2.58 4.77
H 2.42 -4.07 3.86
H 2.13 -5.20 5.43
C -1.85 -0.81 6.06
C -1.47 0.73 6.25
O -1.91 1.22 7.49
H -1.48 -1.41 6.88
H -1.68 -1.16 5.04
H -2.93 -0.95 6.19
H -1.93 1.37 5.49
H -0.39 0.78 6.31
H -1.15 1.55 7.97
C -3.25 -3.99 -3.77
C -3.24 -2.92 -2.67
O -3.60 -1.65 -3.33
H -3.05 -5.01 -3.43
H -2.52 -3.70 -4.53
H -4.26 -4.06 -4.15
H -2.18 -2.86 -2.44
H -3.90 -3.04 -1.81
H -4.51 -1.76 -3.62
```

As for the HOMO energy: -3.83 eV. The calculation puts the orbital gap at 5.47 eV. Its multiplicity is 1. As for the net charge: -1.


Entry 2:
A 2-piece molecular cluster, C5H4O overall at a distorted geometry, computed with ωB97M-V/def2-TZVPD.

```
10
C5H4O | the Open Molecules 2025 dataset | ωB97M-V/def2-TZVPD
C -3.03 -0.56 0.06
C 0.71 -0.94 -0.60
C 0.63 0.53 -0.27
C 0.84 -0.61 0.79
C -0.42 -0.31 0.21
O -3.61 0.44 -0.11
H -3.25 -1.63 -0.30
H 0.91 -1.60 -1.37
H 1.00 1.48 -0.44
H 1.33 -0.95 1.60
```

As for the HOMO energy (alpha / beta): -7.51 / -7.51 eV. The calculation puts the orbital gap (alpha / beta) at 6.39 / 6.39 eV. Its multiplicity is 1.


Entry 3:
A 10-piece molecular cluster, C40H70N10 overall at a distorted geometry, computed with ωB97M-V/def2-TZVPD.

```
120
C40H70N10 | the Open Molecules 2025 dataset | ωB97M-V/def2-TZVPD
C -5.47 17.04 2.65
C -4.24 17.84 2.17
C -4.36 19.36 2.58
C -5.34 20.15 1.82
N -6.07 20.73 1.16
H -6.34 17.44 2.12
H -5.68 17.00 3.72
H -5.32 16.03 2.29
H -4.06 17.76 1.10
H -3.38 17.41 2.69
H -3.43 19.86 2.34
H -4.55 19.50 3.64
C 4.81 13.37 8.61
C 5.82 13.68 7.49
C 5.85 15.10 6.99
C 4.59 15.49 6.36
N 3.60 15.71 5.81
H 3.76 13.52 8.36
H 5.01 14.02 9.47
H 4.91 12.34 8.96
H 5.55 13.00 6.68
H 6.83 13.42 7.80
H 6.69 15.22 6.30
H 6.06 15.79 7.81
C -1.22 17.57 8.39
C -0.82 16.96 6.99
C -1.30 17.77 5.74
C -2.68 18.13 5.83
N -3.78 18.51 5.90
H -0.90 18.61 8.51
H -0.77 16.99 9.19
H -2.29 17.56 8.58
H -1.10 15.91 7.00
H 0.27 16.97 6.95
H -1.23 17.18 4.83
H -0.67 18.65 5.71
C 4.62 18.73 -0.65
C 3.31 18.15 -1.09
C 3.52 16.81 -1.71
C 4.36 16.74 -2.93
N 5.08 16.67 -3.85
H 5.12 18.01 0.00
H 4.41 19.69 -0.17
H 5.25 18.94 -1.52
H 2.75 18.83 -1.73
H 2.74 18.01 -0.18
H 2.52 16.44 -1.93
H 4.04 16.18 -0.99
C -0.25 17.61 1.86
C 1.17 17.02 1.93
C 1.47 16.22 3.26
C 0.43 15.30 3.71
N -0.38 14.54 4.04
H -0.46 18.27 2.71
H -1.01 16.83 1.93
H -0.40 18.23 0.98
H 1.94 17.80 1.89
H 1.25 16.37 1.06
H 1.52 16.89 4.12
H 2.42 15.69 3.14
C 3.38 12.24 1.74
C 4.59 12.18 2.62
C 4.74 13.32 3.64
C 4.91 14.66 3.04
N 4.99 15.70 2.51
H 3.39 13.16 1.15
H 2.42 12.08 2.24
H 3.43 11.41 1.03
H 5.44 12.25 1.94
H 4.65 11.23 3.15
H 5.58 13.13 4.30
H 3.90 13.42 4.33
C -2.86 23.31 0.58
C -2.92 23.01 -0.89
C -3.65 21.65 -1.20
C -2.95 20.44 -0.84
N -2.39 19.48 -0.58
H -2.37 22.49 1.11
H -3.87 23.45 0.96
H -2.24 24.19 0.80
H -1.97 23.04 -1.41
H -3.42 23.89 -1.27
H -3.72 21.58 -2.29
H -4.66 21.52 -0.83
C -5.82 13.54 4.30
C -4.64 12.64 4.82
C -3.34 13.29 4.35
C -3.02 13.03 2.91
N -2.79 12.82 1.81
H -6.66 12.93 4.62
H -5.89 13.65 3.22
H -5.89 14.50 4.82
H -4.69 11.65 4.39
H -4.61 12.61 5.91
H -2.57 12.78 4.93
H -3.27 14.37 4.50
C 2.98 20.02 4.03
C 3.53 21.15 4.83
C 2.46 21.95 5.66
C 1.65 21.00 6.41
N 1.06 20.22 7.01
H 2.57 19.28 4.72
H 3.72 19.49 3.42
H 2.09 20.26 3.45
H 4.15 21.83 4.24
H 4.18 20.72 5.60
H 1.76 22.41 4.96
H 3.03 22.64 6.29
C 1.42 21.12 0.32
C 1.02 22.62 0.49
C 0.89 23.08 1.94
C -0.17 22.36 2.68
N -0.96 21.82 3.28
H 0.72 20.52 0.89
H 2.46 20.95 0.59
H 1.32 20.72 -0.69
H 0.07 22.79 0.00
H 1.74 23.27 -0.02
H 0.61 24.13 2.04
H 1.81 22.94 2.50
```

As for the HOMO energy (alpha / beta): 0.46 / -9.01 eV. The calculation puts the orbital gap (alpha / beta) at 1.53 / 11.02 eV. Its multiplicity is 2. As for the net charge: -1.


Entry 4:
A 2-piece molecular cluster, C11H15NO overall at a distorted geometry, computed with ωB97M-V/def2-TZVPD.

```
28
C11H15NO | the Open Molecules 2025 dataset | ωB97M-V/def2-TZVPD
C -0.67 2.97 0.93
C 0.22 1.95 0.28
C 0.57 1.99 -1.03
N 1.25 0.82 -1.38
C 1.41 0.08 -0.23
C 1.79 -1.26 -0.15
C 1.60 -1.91 1.05
C 0.94 -1.28 2.12
C 0.48 0.01 2.02
C 0.68 0.70 0.81
H -1.50 2.54 1.48
H -1.08 3.69 0.23
H -0.09 3.50 1.69
H 0.28 2.72 -1.77
H 1.94 0.84 -2.12
H 2.26 -1.74 -0.98
H 1.93 -2.92 1.18
H 0.78 -1.82 3.03
H -0.10 0.46 2.81
C -1.38 -2.12 -1.60
C -1.95 -1.04 -0.68
O -3.18 -0.62 -1.31
H -1.04 -1.70 -2.55
H -2.15 -2.85 -1.76
H -0.42 -2.50 -1.22
H -2.16 -1.49 0.30
H -1.25 -0.23 -0.55
H -3.20 0.35 -1.34
```

As for the HOMO energy: -8.14 eV. The calculation puts the orbital gap at 8.92 eV. Its multiplicity is 1. As for the SMILES: Cc1c[nH]c2ccccc12.CCO.


Entry 5:
C38H32F3MnOP2 as an isolated structure at a distorted geometry, computed with ωB97M-V/def2-TZVPD.

```
77
C38H32F3MnOP2 | the Open Molecules 2025 dataset | ωB97M-V/def2-TZVPD
Mn 0.35 -0.40 0.29
P 1.16 -0.07 -1.94
C 1.77 0.47 0.98
O 2.78 0.66 1.56
P -1.07 0.32 1.99
C 2.99 -0.28 -1.96
C 1.00 1.43 -2.99
C 0.61 -1.41 -3.08
C -2.06 -1.11 2.64
C -0.22 0.90 3.53
C -2.37 1.60 1.73
C 3.60 -1.43 -2.47
C 4.99 -1.57 -2.43
C 5.78 -0.56 -1.89
C 5.18 0.60 -1.40
C 3.79 0.74 -1.43
H 3.00 -2.23 -2.90
H 5.45 -2.48 -2.83
H 6.87 -0.67 -1.86
H 5.79 1.41 -0.99
H 3.33 1.65 -1.06
C 0.60 -2.71 -2.56
C 0.07 -3.80 -3.26
C -0.30 -3.62 -4.60
C -0.20 -2.34 -5.17
C 0.21 -1.24 -4.42
H 1.03 -2.87 -1.57
H -0.04 -4.77 -2.77
H -0.65 -4.47 -5.18
H -0.45 -2.21 -6.22
H 0.24 -0.25 -4.87
C 1.97 1.74 -3.96
C 1.82 2.87 -4.78
C 0.69 3.68 -4.62
C -0.28 3.38 -3.66
C -0.13 2.26 -2.84
H 2.85 1.11 -4.08
H 2.57 3.09 -5.53
H 0.56 4.55 -5.26
H -1.16 4.01 -3.55
H -0.88 2.01 -2.09
C -0.45 2.16 4.10
C 0.26 2.57 5.24
C 1.22 1.73 5.82
C 1.47 0.48 5.25
C 0.74 0.07 4.13
H -1.18 2.83 3.66
H 0.06 3.54 5.68
H 1.78 2.05 6.70
H 2.22 -0.18 5.69
H 0.93 -0.92 3.70
C -2.52 -2.07 1.73
C -3.11 -3.25 2.19
C -3.37 -3.42 3.55
C -3.02 -2.42 4.45
C -2.36 -1.27 4.00
H -2.40 -1.90 0.66
H -3.35 -4.05 1.48
H -3.86 -4.34 3.90
H -3.23 -2.54 5.51
H -2.07 -0.51 4.72
C -3.64 1.47 2.31
C -4.59 2.49 2.16
C -4.28 3.62 1.41
C -3.03 3.75 0.81
C -2.07 2.74 0.96
H -3.89 0.58 2.88
H -5.56 2.39 2.65
H -5.02 4.42 1.30
H -2.79 4.64 0.22
H -1.10 2.84 0.48
H -3.20 -2.80 -1.64
H -3.47 -2.13 -1.86
F 0.87 -2.48 2.17
C 0.80 -2.23 0.81
F -0.12 -3.17 0.33
F 2.05 -2.67 0.34
```

As for the HOMO energy (alpha / beta): -16.51 / -16.57 eV. The calculation puts the orbital gap (alpha / beta) at 4.46 / 3.32 eV. Its multiplicity is 4. As for the net charge: +3.


Entry 6:
An isolated ion of composition C5H10NO2 and charge +1 at a distorted geometry, computed with ωB97M-V/def2-TZVPD.

```
18
C5H10NO2 | the Open Molecules 2025 dataset | ωB97M-V/def2-TZVPD
C 1.47 0.02 2.04
C 0.61 0.61 1.27
O -0.69 1.04 1.54
C 0.67 0.45 -0.30
N -0.63 0.19 -0.77
C -0.46 -0.26 -2.24
C -1.16 -0.95 0.07
O -0.63 -2.00 0.05
H 1.38 -0.05 3.13
H 2.34 -0.48 1.72
H -0.71 1.23 2.56
H 1.04 1.42 -0.75
H 1.35 -0.37 -0.66
H -1.24 1.00 -0.77
H -1.37 -0.65 -2.57
H -0.20 0.51 -2.92
H 0.33 -1.01 -2.07
H -2.12 -0.70 0.67
```

As for the HOMO energy: -13.78 eV. The calculation puts the orbital gap at 10.00 eV. Its multiplicity is 1. As for the net charge: +1. As for the SMILES: C=C(O)C[N@@H+](C)C=O.


Entry 7:
The molecule H3NO at a distorted geometry, computed with ωB97M-V/def2-TZVPD.

```
5
H3NO | the Open Molecules 2025 dataset | ωB97M-V/def2-TZVPD
N -0.48 -0.26 -0.31
O 0.95 -0.27 -0.28
H -0.86 -0.55 0.60
H -0.82 0.66 -0.39
H 1.20 0.42 0.38
```

As for the HOMO energy: -10.13 eV. The calculation puts the orbital gap at 11.05 eV. Its multiplicity is 1. As for the SMILES: NO.


Entry 8:
The molecule C2H11P3Si at a distorted geometry, computed with ωB97M-V/def2-TZVPD.

```
17
C2H11P3Si | the Open Molecules 2025 dataset | ωB97M-V/def2-TZVPD
C -1.48 2.36 -0.07
C -0.67 1.45 0.86
Si -0.47 -0.53 1.00
P -2.00 -1.38 -0.58
P 1.65 -1.12 0.01
P 3.47 -1.49 -1.02
H -1.95 3.11 0.52
H -0.81 2.74 -0.99
H -2.37 1.69 -0.29
H -1.26 1.36 1.77
H 0.28 1.98 1.07
H -1.39 -2.51 -0.71
H -2.98 -1.82 0.36
H 2.56 -0.67 1.09
H 1.51 -2.39 0.49
H 3.34 -0.37 -1.88
H 2.58 -2.44 -1.66
```

As for the HOMO energy: -7.19 eV. The calculation puts the orbital gap at 6.82 eV. Its multiplicity is 1. As for the SMILES: CC[Si](P)=[PH2]P.


Entry 9:
An isolated ion of composition C7H15N4 and charge +1 at a distorted geometry, computed with ωB97M-V/def2-TZVPD.

```
26
C7H15N4 | the Open Molecules 2025 dataset | ωB97M-V/def2-TZVPD
C -1.75 -1.85 -1.62
C -1.37 -0.77 -0.55
N -0.70 -1.43 0.57
N 0.01 -1.15 1.45
C 0.59 0.12 1.94
C -0.26 0.62 3.13
N 0.90 0.96 0.90
C 1.92 0.81 0.08
C 1.72 1.17 -1.35
C 0.46 0.28 -1.77
N -0.72 0.42 -1.05
H -1.22 -2.78 -1.37
H -1.49 -1.59 -2.73
H -2.84 -2.01 -1.44
H -2.24 -0.47 -0.08
H 1.56 -0.50 2.19
H -1.27 0.82 2.76
H 0.07 1.52 3.63
H -0.25 -0.22 3.80
H 0.18 1.74 0.69
H 2.85 0.35 0.39
H 2.60 0.97 -2.06
H 1.43 2.21 -1.37
H 0.35 0.47 -2.95
H 0.86 -0.76 -1.74
H -1.38 1.06 -1.45
```

As for the HOMO energy (alpha / beta): -11.77 / -11.77 eV. The calculation puts the orbital gap (alpha / beta) at 7.22 / 7.22 eV. Its multiplicity is 1. As for the net charge: +1. As for the SMILES: C[C@H]1/N=N\[C@H](C)/[NH+]=C/CCN1.


Entry 10:
The molecule C3H5N3O at a distorted geometry, computed with ωB97M-V/def2-TZVPD.

```
12
C3H5N3O | the Open Molecules 2025 dataset | ωB97M-V/def2-TZVPD
C -0.84 -0.82 0.25
C -0.44 0.47 0.07
N -1.37 1.35 -0.32
O 0.80 1.10 0.31
N 1.86 0.21 0.55
C 1.76 -0.99 -0.17
N 2.51 -0.22 -0.78
H -1.88 -0.97 -0.12
H -0.47 -1.69 0.65
H -2.30 1.21 -0.01
H -1.18 2.38 -0.30
H 1.56 -2.03 -0.13
```

As for the HOMO energy: -8.43 eV. The calculation puts the orbital gap at 9.39 eV. Its multiplicity is 1. As for the SMILES: C=C(N)ON1C=N1.


What is the formula in the tenth record? C3H5N3O


What is the formula in the tenth record? C3H5N3O